[1]
ORCA calculation (ωB97M-V with the def2-TZVPD basis set) on 2 unconnected molecules or ions with the total composition C6H12O.

Properties
relative energy (zero: lowest compared OMol25 entry of this formula, charge and spin) = 5.2737 eV
calculated total energy = -8459.0803 eV
HOMO-LUMO gap = 8.97 eV
HOMO energy = -0.2923 Ha

Geometry as ORCA input:
```
! wB97M-V def2-TZVPD RIJCOSX def2/J DEFGRID3
* xyz 0 1
C -1.885 -0.890 -0.567
C -0.717 -0.061 -0.030
C -1.204 1.150 0.768
C 0.165 -0.919 0.844
O 1.075 -1.830 0.172
C 1.617 -0.879 0.955
C 2.345 0.754 -0.348
H -2.514 -0.288 -1.231
H -1.527 -1.757 -1.132
H -2.520 -1.255 0.250
H -0.113 0.284 -0.874
H -1.787 0.839 1.644
H -1.849 1.785 0.152
H -0.367 1.760 1.124
H -0.363 -1.389 1.680
H 2.543 -0.230 0.795
H 2.153 0.305 -1.324
H 3.399 1.057 -0.282
H 1.710 1.627 -0.169
*
```

[2]
ORCA calculation (ωB97M-V with the def2-TZVPD basis set) on a molecular structure, C6H12O in a non-equilibrium geometry.

Properties
relative energy (zero: lowest compared OMol25 entry of this formula, charge and spin) = 5.9389 eV
calculated total energy = -8458.4150 eV
HOMO-LUMO gap = 8.04 eV
HOMO energy = -0.2724 Ha

Geometry as ORCA input:
```
! wB97M-V def2-TZVPD RIJCOSX def2/J DEFGRID3
* xyz 0 1
C -0.385 0.665 0.554
C 1.498 -1.224 -1.362
C 0.832 0.601 1.438
C -0.761 1.984 -0.068
C -0.984 -0.487 0.120
C -1.670 -1.561 -0.160
O 0.489 -0.283 -1.334
H -1.501 0.196 1.320
H 2.155 -1.198 -0.464
H 2.168 -1.095 -2.231
H 1.119 -2.268 -1.420
H -0.050 2.142 -0.879
H 0.759 1.327 2.251
H 0.985 -0.396 1.846
H 1.690 0.855 0.815
H -1.764 1.958 -0.492
H -0.681 2.797 0.656
H -1.377 -2.142 -1.025
H -2.522 -1.870 0.434
*
```

[3]
ORCA calculation (ωB97M-V with the def2-TZVPD basis set) on C6H12O in the gas phase.

Properties
relative energy (zero: lowest compared OMol25 entry of this formula, charge and spin) = 2.1160 eV
calculated total energy = -8462.2379 eV
structure (SMILES) = CO[C@H](C)C1CC1
HOMO-LUMO gap = 10.96 eV
HOMO energy = -0.3591 Ha

Geometry as ORCA input:
```
! wB97M-V def2-TZVPD RIJCOSX def2/J DEFGRID3
* xyz 0 1
C -0.372 1.467 1.783
C -0.393 0.740 0.439
O 0.760 1.127 -0.315
C -0.447 -0.778 0.703
C -0.718 -1.683 -0.459
C 0.688 -1.516 0.068
C 0.832 0.757 -1.695
H -1.317 1.267 2.306
H -0.265 2.549 1.666
H 0.441 1.099 2.420
H -1.282 1.063 -0.124
H 1.397 -0.794 -0.315
H -0.797 -1.076 1.689
H -1.094 -1.250 -1.383
H -1.175 -2.644 -0.238
H 1.146 -2.386 0.518
H 0.646 1.630 -2.322
H 0.142 -0.035 -1.999
H 1.839 0.367 -1.910
*
```

[4]
ORCA calculation (ωB97M-V with the def2-TZVPD basis set) on C6H12O in the gas phase in a non-equilibrium geometry.

Properties
relative energy (zero: lowest compared OMol25 entry of this formula, charge and spin) = 0.6707 eV
calculated total energy = -8463.6833 eV
structure (SMILES) = CC(C)CCC=O
HOMO-LUMO gap = 10.78 eV
HOMO energy = -0.3599 Ha

Geometry as ORCA input:
```
! wB97M-V def2-TZVPD RIJCOSX def2/J DEFGRID3
* xyz 0 1
O 2.550 -0.283 1.270
C 1.673 -0.887 0.711
C 0.230 -0.848 1.152
C -0.520 0.403 0.717
C -0.639 0.493 -0.823
C -1.469 1.734 -1.175
C -1.279 -0.721 -1.471
H 1.955 -1.616 -0.077
H 0.293 -0.948 2.244
H -0.331 -1.730 0.857
H -1.520 0.435 1.151
H -0.064 1.345 1.021
H 0.386 0.671 -1.179
H -2.530 1.482 -1.112
H -1.296 2.076 -2.198
H -1.287 2.579 -0.513
H -1.640 -0.574 -2.482
H -0.719 -1.651 -1.405
H -2.162 -0.941 -0.857
*
```

[5]
ORCA calculation (ωB97M-V with the def2-TZVPD basis set) on C6H12O in the gas phase in a non-equilibrium geometry.

Properties
relative energy (zero: lowest compared OMol25 entry of this formula, charge and spin) = 3.8605 eV
calculated total energy = -8460.4934 eV
structure (SMILES) = CCO[C@H]1C[C@H]1C
HOMO-LUMO gap = 9.46 eV
HOMO energy = -0.3062 Ha

Geometry as ORCA input:
```
! wB97M-V def2-TZVPD RIJCOSX def2/J DEFGRID3
* xyz 0 1
C -1.883 0.860 1.941
C -1.049 1.305 0.766
O 0.088 0.557 0.846
C 1.024 0.517 -0.173
C 1.332 -1.036 0.184
C 1.307 -0.569 -1.176
C 0.430 -1.287 -2.128
H -1.314 0.984 2.870
H -2.152 -0.201 1.841
H -2.775 1.479 1.965
H -0.729 2.347 0.849
H -1.532 1.098 -0.194
H 1.672 1.422 -0.219
H 0.386 -1.560 0.436
H 2.169 -1.265 0.801
H 2.324 -0.336 -1.485
H 0.428 -0.739 -3.064
H 0.818 -2.306 -2.246
H -0.581 -1.369 -1.716
*
```

[6]
ORCA calculation (ωB97M-V with the def2-TZVPD basis set) on 2 unconnected molecules or ions with the total composition C6H12O.

Properties
relative energy (zero: lowest compared OMol25 entry of this formula, charge and spin) = 1.7102 eV
calculated total energy = -8462.6438 eV
structure (SMILES) = CCC=O.C=CC
HOMO-LUMO gap = 10.53 eV
HOMO energy = -0.3477 Ha

Geometry as ORCA input:
```
! wB97M-V def2-TZVPD RIJCOSX def2/J DEFGRID3
* xyz 0 1
C -2.355 0.368 -0.085
C -1.481 -0.889 -0.022
C -0.328 -1.032 -0.974
O 0.571 -1.829 -0.839
C 1.680 0.140 0.737
C 2.439 0.482 -0.510
C 0.637 0.825 1.197
H -3.399 0.079 0.062
H -2.282 0.866 -1.059
H -2.129 1.121 0.680
H -1.190 -1.165 0.994
H -2.052 -1.737 -0.432
H -0.427 -0.446 -1.916
H 2.011 -0.750 1.271
H 2.755 -0.415 -1.052
H 3.334 1.055 -0.244
H 1.833 1.093 -1.189
H 0.231 1.678 0.656
H 0.116 0.530 2.104
*
```

[7]
ORCA calculation (ωB97M-V with the def2-TZVPD basis set) on a molecular structure, C6H12O in a non-equilibrium geometry.

Properties
relative energy (zero: lowest compared OMol25 entry of this formula, charge and spin) = 5.9023 eV
calculated total energy = -8458.4516 eV
HOMO-LUMO gap = 6.32 eV
HOMO energy = -0.2719 Ha

Geometry as ORCA input:
```
! wB97M-V def2-TZVPD RIJCOSX def2/J DEFGRID3
* xyz 0 1
C -1.205 0.104 -2.139
C 0.166 0.136 -1.439
C -0.582 -0.486 1.909
C 0.751 -0.690 1.909
C 1.333 -0.883 0.628
C 0.363 -0.997 -0.461
H -1.276 0.896 -2.894
H -1.992 0.326 -1.379
H -1.401 -0.872 -2.557
H 0.250 1.047 -0.891
H 0.993 0.107 -2.185
H -1.220 -0.755 2.661
H -0.719 -0.782 0.574
H 1.374 -0.712 2.795
H 2.444 -0.893 0.477
H 0.233 -1.963 -0.883
H -0.204 1.405 1.414
H 0.752 2.693 1.471
O -0.059 2.318 0.990
*
```

[8]
ORCA calculation (ωB97M-V with the def2-TZVPD basis set) on C6H12O in the gas phase in a non-equilibrium geometry.

Properties
relative energy (zero: lowest compared OMol25 entry of this formula, charge and spin) = 4.3671 eV
calculated total energy = -8459.9868 eV
HOMO-LUMO gap = 9.08 eV
HOMO energy = -0.3050 Ha

Geometry as ORCA input:
```
! wB97M-V def2-TZVPD RIJCOSX def2/J DEFGRID3
* xyz 0 1
C -2.674 0.231 0.578
C -1.429 0.979 0.243
C -0.740 0.547 -0.996
C 0.713 0.679 -0.898
C 0.859 -0.787 -0.560
C 1.861 -1.106 0.420
O 3.100 -0.816 -0.060
H -3.290 0.136 -0.314
H -3.239 0.714 1.375
H -2.423 -0.784 0.887
H -0.809 1.105 1.146
H -1.708 2.011 -0.029
H -0.146 -1.137 -0.180
H 1.224 0.903 -1.834
H 1.096 1.318 -0.084
H 0.931 -1.448 -1.419
H 1.677 -0.514 1.316
H 1.838 -2.168 0.626
H 3.161 0.137 -0.216
*
```

[9]
ORCA calculation (ωB97M-V with the def2-TZVPD basis set) on C6H12O in the gas phase.

Properties
relative energy (zero: lowest compared OMol25 entry of this formula, charge and spin) = 1.1573 eV
calculated total energy = -8463.1966 eV
structure (SMILES) = CC[C@@]1(C)C[C@H]1O
HOMO-LUMO gap = 10.15 eV
HOMO energy = -0.3407 Ha

Geometry as ORCA input:
```
! wB97M-V def2-TZVPD RIJCOSX def2/J DEFGRID3
* xyz 0 1
C 2.098 0.166 -0.454
C 1.048 -0.153 0.607
C -0.380 -0.279 0.100
C -0.584 -1.185 -1.104
C -1.450 -0.232 1.170
C -1.329 0.897 0.208
O -0.920 2.128 0.726
H 1.962 1.173 -0.865
H 2.061 -0.545 -1.287
H 3.103 0.111 -0.021
H 1.078 0.608 1.395
H 1.303 -1.111 1.085
H -0.540 -0.624 -2.044
H 0.187 -1.958 -1.151
H -1.552 -1.694 -1.075
H -1.107 -0.024 2.180
H -2.312 -0.892 1.108
H -2.096 0.963 -0.568
H -0.571 2.650 -0.008
*
```

[10]
ORCA calculation (ωB97M-V with the def2-TZVPD basis set) on 2 unconnected molecules or ions with the total composition C6H12O in a non-equilibrium geometry.

Properties
relative energy (zero: lowest compared OMol25 entry of this formula, charge and spin) = 4.6945 eV
calculated total energy = -8459.6594 eV
HOMO-LUMO gap = 9.20 eV
HOMO energy = -0.3125 Ha

Geometry as ORCA input:
```
! wB97M-V def2-TZVPD RIJCOSX def2/J DEFGRID3
* xyz 0 1
C -1.206 -1.811 -0.919
C -0.117 -2.680 -0.224
C 1.619 0.783 0.759
C -0.560 1.698 1.237
C -0.024 1.277 -1.148
C 0.296 1.272 0.314
O -1.207 -1.868 -2.233
H 0.767 -2.782 -0.862
H 0.146 -2.141 0.796
H -0.525 -3.690 -0.033
H 2.401 1.634 1.015
H 1.340 0.241 1.605
H 2.127 0.153 -0.053
H -1.616 1.949 1.126
H -0.299 1.745 2.267
H -0.421 -2.352 -2.652
H 0.931 1.621 -1.673
H -0.919 2.001 -1.302
H -0.475 0.294 -1.565
*
```

[11]
ORCA calculation (ωB97M-V with the def2-TZVPD basis set) on a molecular structure, C6H12O.

Properties
relative energy (zero: lowest compared OMol25 entry of this formula, charge and spin) = 3.6062 eV
calculated total energy = -8460.7477 eV
HOMO-LUMO gap = 9.01 eV
HOMO energy = -0.2938 Ha

Geometry as ORCA input:
```
! wB97M-V def2-TZVPD RIJCOSX def2/J DEFGRID3
* xyz 0 1
C 0.993 2.562 -0.244
C 1.105 1.065 0.032
C -0.248 0.420 0.332
C -0.138 -1.026 0.738
C -1.336 -1.914 0.702
C -0.601 -2.320 -0.553
O -1.133 -1.609 -1.610
H 0.322 2.758 -1.089
H 0.590 3.090 0.628
H 1.968 3.001 -0.479
H 1.785 0.896 0.878
H 1.559 0.561 -0.833
H -0.896 0.482 -0.553
H -0.756 0.979 1.131
H 0.594 -1.258 1.515
H -2.281 -1.404 0.512
H -1.413 -2.671 1.481
H 0.501 -1.761 -0.199
H -0.616 -1.852 -2.388
*
```

[12]
ORCA calculation (ωB97M-V with the def2-TZVPD basis set) on 2 unconnected molecules or ions with the total composition C6H12O in a non-equilibrium geometry.

Properties
relative energy (zero: lowest compared OMol25 entry of this formula, charge and spin) = 5.9497 eV
calculated total energy = -8458.4042 eV
HOMO-LUMO gap (alpha / beta) = 9.76 / 6.54 eV
HOMO energy (alpha / beta) = -0.3456 / -0.3000 Ha

Geometry as ORCA input:
```
! wB97M-V def2-TZVPD RIJCOSX def2/J DEFGRID3
* xyz 0 1
C 2.344 -1.084 0.259
C 1.219 1.097 -1.239
C 0.307 1.146 -0.252
C -1.163 1.121 -0.554
C -1.970 -0.159 -0.203
C -1.125 -1.179 0.585
O -0.549 -0.693 1.656
H 1.973 -0.511 1.103
H 2.264 -2.165 0.294
H 3.130 -0.654 -0.355
H 2.260 1.383 -1.105
H 0.892 0.867 -2.254
H 0.590 1.283 0.789
H -1.570 1.979 -0.009
H -1.286 1.340 -1.619
H -2.382 -0.612 -1.114
H -2.845 0.150 0.391
H -1.748 -2.095 0.773
H -0.257 -1.612 -0.174
*
```

[13]
ORCA calculation (ωB97M-V with the def2-TZVPD basis set) on 2 unconnected molecules or ions with the total composition C6H12O.

Properties
relative energy (zero: lowest compared OMol25 entry of this formula, charge and spin) = 2.0769 eV
calculated total energy = -8462.2770 eV
structure (SMILES) = C/C=C(\C=O)CC.[H][H]
HOMO-LUMO gap = 9.74 eV
HOMO energy = -0.3485 Ha

Geometry as ORCA input:
```
! wB97M-V def2-TZVPD RIJCOSX def2/J DEFGRID3
* xyz 0 1
C 2.247 0.534 0.402
C 1.170 1.132 -0.508
C -0.143 0.380 -0.476
C -0.802 0.227 0.683
C -2.146 -0.380 0.885
C -0.646 -0.184 -1.752
O -1.704 -0.755 -1.924
H 3.145 1.161 0.401
H 1.898 0.455 1.438
H 2.529 -0.473 0.076
H 0.983 2.173 -0.216
H 1.547 1.171 -1.538
H 0.155 -2.124 0.247
H -2.828 0.464 0.738
H -0.354 0.664 1.578
H -2.283 -0.764 1.901
H -0.421 -2.492 0.537
H -2.393 -1.140 0.145
H 0.043 -0.049 -2.615
*
```